Below is 10 unconnected molecules or ions with the total composition C32H87N3O16 at a distorted geometry, with properties calculated with the ωB97M-V functional and the def2-TZVPD basis.

Bonds (Å) are listed after each position.
Atoms and positions in Å:
1 C -2.433 -2.327 -2.579  O2 1.418, H10 1.115, H11 1.064, H12 1.082
2 O -1.544 -1.670 -3.467  C1 1.418, C3 1.419
3 C -1.269 -2.479 -4.600  O2 1.419, C4 1.508, H13 1.133, H14 1.119
4 C -0.194 -3.518 -4.400  C3 1.508, N5 1.486, H15 1.114, H16 1.078
5 N 1.037 -2.833 -3.927  C4 1.486, C6 1.494, H17 1.034
6 C 2.199 -3.765 -3.809  N5 1.494, C7 1.515, H18 1.107, H19 1.050
7 C 3.246 -3.081 -2.955  C6 1.515, O8 1.413, H20 1.103, H21 1.115
8 O 2.882 -3.147 -1.590  C7 1.413, C9 1.407
9 C 2.867 -4.397 -0.943  O8 1.407, H22 1.090, H23 1.102, H24 1.034
10 H -2.556 -1.725 -1.648  C1 1.115
11 H -2.103 -3.276 -2.227  C1 1.064
12 H -3.383 -2.457 -3.082  C1 1.082
13 H -1.083 -1.685 -5.387  C3 1.133
14 H -2.222 -3.005 -4.859  C3 1.119
15 H -0.082 -3.998 -5.399  C4 1.114
16 H -0.542 -4.313 -3.760  C4 1.078
17 H 0.763 -2.586 -2.962  N5 1.034
18 H 2.617 -3.823 -4.832  C6 1.107
19 H 1.972 -4.769 -3.598  C6 1.050
20 H 3.343 -2.006 -3.185  C7 1.103
21 H 4.268 -3.503 -3.103  C7 1.115
22 H 3.829 -4.870 -0.755  C9 1.090
23 H 2.260 -5.170 -1.440  C9 1.102
24 H 2.379 -4.238 -0.045  C9 1.034
25 C -3.391 -6.833 1.345  O26 1.441, H34 1.115, H35 1.157, H36 1.082
26 O -4.478 -5.923 1.092  C25 1.441, C27 1.384
27 C -4.184 -4.572 1.150  O26 1.384, C28 1.508, H37 1.117, H38 1.164
28 C -4.194 -4.055 2.568  C27 1.508, N29 1.489, H39 1.153, H40 1.129
29 N -3.923 -2.592 2.603  C28 1.489, C30 1.450, H41 1.039
30 C -4.286 -1.876 3.811  N29 1.450, C31 1.512, H42 1.116, H43 1.159
31 C -4.308 -0.367 3.701  C30 1.512, O32 1.434, H44 1.131, H45 1.074
32 O -2.949 0.011 3.445  C31 1.434, C33 1.429
33 C -2.820 1.363 2.999  O32 1.429, H46 1.079, H47 1.112, H48 1.134
34 H -3.832 -7.846 1.192  C25 1.115
35 H -3.057 -6.799 2.453  C25 1.157
36 H -2.598 -6.622 0.640  C25 1.082
37 H -4.910 -4.028 0.499  C27 1.117
38 H -3.201 -4.352 0.565  C27 1.164
39 H -3.397 -4.587 3.209  C28 1.153
40 H -5.187 -4.278 3.059  C28 1.129
41 H -4.423 -2.182 1.790  N29 1.039
42 H -3.613 -2.136 4.662  C30 1.116
43 H -5.330 -2.220 4.177  C30 1.159
44 H -4.563 -0.033 4.751  C31 1.131
45 H -5.026 0.105 3.056  C31 1.074
46 H -1.795 1.499 2.688  C33 1.079
47 H -2.978 2.165 3.753  C33 1.112
48 H -3.433 1.470 2.051  C33 1.134
49 C -0.773 7.851 -3.004  O50 1.385, H58 1.089, H59 1.095, H60 1.101
50 O -0.627 6.479 -3.116  C49 1.385, C51 1.376
51 C -1.251 5.948 -4.222  O50 1.376, C52 1.532, H61 1.106, H62 1.095
52 C -1.090 4.435 -4.396  C51 1.532, N53 1.441, H63 1.118, H64 1.127
53 N 0.298 4.135 -4.640  C52 1.441, C54 1.430, H65 1.039
54 C 0.545 2.823 -5.152  N53 1.430, C55 1.515, H66 1.091, H67 1.083
55 C 0.104 1.704 -4.232  C54 1.515, O56 1.419, H68 1.073, H69 1.093
56 O 0.894 1.860 -3.065  C55 1.419, C57 1.427
57 C 0.839 0.669 -2.279  O56 1.427, H70 1.129, H71 1.096, H72 1.090
58 H -1.633 8.055 -2.369  C49 1.089
59 H -0.856 8.337 -3.982  C49 1.095
60 H 0.100 8.236 -2.455  C49 1.101
61 H -0.866 6.466 -5.120  C51 1.106
62 H -2.328 6.140 -4.264  C51 1.095
63 H -1.592 4.097 -5.337  C52 1.118
64 H -1.511 3.788 -3.574  C52 1.127
65 H 0.915 4.242 -3.812  N53 1.039
66 H 1.596 2.814 -5.447  C54 1.091
67 H 0.027 2.650 -6.087  C54 1.083
68 H 0.249 0.756 -4.716  C55 1.073
69 H -0.933 1.739 -3.889  C55 1.093
70 H 1.212 -0.261 -2.800  C57 1.129
71 H -0.165 0.463 -1.893  C57 1.096
72 H 1.564 0.790 -1.474  C57 1.090
73 O -2.223 -0.202 6.237  C74 1.426, H77 0.931
74 C -0.824 -0.246 6.511  O73 1.426, C75 1.572, H78 1.096, H79 1.096
75 C -0.008 -1.425 5.867  C74 1.572, O76 1.412, H80 1.075, H81 1.122
76 O 0.201 -1.053 4.521  C75 1.412, H82 0.962
77 H -2.346 -0.118 5.318  O73 0.931
78 H -0.257 0.615 6.137  C74 1.096
79 H -0.767 -0.341 7.601  C74 1.096
80 H -0.463 -2.396 5.940  C75 1.075
81 H 0.999 -1.461 6.360  C75 1.122
82 H -0.503 -1.363 3.943  O76 0.962
83 O 3.653 -4.823 3.909  C84 1.406, H87 0.949
84 C 2.504 -4.958 3.109  O83 1.406, C85 1.503, H88 1.097, H89 1.091
85 C 1.551 -3.816 3.323  C84 1.503, O86 1.415, H90 1.115, H91 1.091
86 O 0.272 -4.181 2.840  C85 1.415, H92 0.963
87 H 3.962 -3.931 4.002  O83 0.949
88 H 2.843 -5.116 2.078  C84 1.097
89 H 2.068 -5.908 3.420  C84 1.091
90 H 1.798 -2.834 2.857  C85 1.115
91 H 1.541 -3.635 4.398  C85 1.091
92 H -0.188 -3.443 2.428  O86 0.963
93 O 1.045 6.412 -0.642  C94 1.420, H97 0.974
94 C 2.283 5.779 -0.355  O93 1.420, C95 1.560, H98 1.101, H99 1.107
95 C 2.360 4.433 -1.140  C94 1.560, O96 1.446, H100 1.091, H101 1.068
96 O 1.211 3.652 -0.738  C95 1.446, H102 0.994
97 H 0.250 5.885 -0.446  O93 0.974
98 H 3.134 6.348 -0.761  C94 1.101
99 H 2.388 5.662 0.741  C94 1.107
100 H 3.242 3.847 -0.879  C95 1.091
101 H 2.397 4.592 -2.196  C95 1.068
102 H 1.155 3.082 -1.549  O96 0.994
103 C 0.399 -0.380 1.409  C104 1.519, H106 1.062, H107 1.097, H108 1.082
104 C -0.866 -1.186 1.167  C103 1.519, O105 1.445, H109 1.038, H110 1.099
105 O -1.182 -2.046 2.285  C104 1.445, H111 1.011
106 H 0.446 0.243 0.550  C103 1.062
107 H 1.314 -0.981 1.485  C103 1.097
108 H 0.286 0.167 2.335  C103 1.082
109 H -0.805 -1.668 0.250  C104 1.038
110 H -1.652 -0.420 1.110  C104 1.099
111 H -2.163 -2.279 2.353  O105 1.011
112 C 4.146 3.337 1.937  C113 1.561, H115 1.082, H116 1.077, H117 1.085
113 C 2.817 2.639 2.363  C112 1.561, O114 1.417, H118 1.095, H119 1.112
114 O 3.090 1.288 2.694  C113 1.417, H120 0.963
115 H 4.967 3.378 2.640  C112 1.082
116 H 3.937 4.324 1.560  C112 1.077
117 H 4.377 2.770 1.041  C112 1.085
118 H 2.132 2.714 1.512  C113 1.095
119 H 2.396 3.166 3.247  C113 1.112
120 H 2.318 0.772 2.948  O114 0.963
121 C -2.745 2.763 -1.310  C122 1.594, H124 1.118, H125 1.111, H126 1.080
122 C -2.158 3.763 -0.217  C121 1.594, O123 1.449, H127 1.056, H128 1.119
123 O -1.174 3.194 0.681  C122 1.449, H129 0.977
124 H -3.428 3.412 -1.913  C121 1.118
125 H -3.322 1.982 -0.768  C121 1.111
126 H -2.065 2.131 -1.863  C121 1.080
127 H -2.911 4.128 0.427  C122 1.056
128 H -1.706 4.622 -0.774  C122 1.119
129 H -0.251 3.362 0.407  O123 0.977
130 C 5.052 0.565 -1.560  C131 1.519, H133 1.093, H134 1.113, H135 1.070
131 C 4.621 0.309 -0.125  C130 1.519, O132 1.438, H136 1.163, H137 1.055
132 O 3.266 0.774 0.009  C131 1.438, H138 0.962
133 H 5.959 0.050 -1.885  C130 1.093
134 H 5.211 1.660 -1.678  C130 1.113
135 H 4.272 0.202 -2.196  C130 1.070
136 H 5.280 0.992 0.547  C131 1.163
137 H 4.679 -0.695 0.193  C131 1.055
138 H 3.087 1.007 0.924  O132 0.962

SMILES string: COCCNCCOC.COCCNCCOC.COCCNCCOC.OCCO.OCCO.OCCO.CCO.CCO.CCO.CCO
Calculated total energy: -71817.31074 eV
HOMO level: -8.62 eV